Density functional theory data (ωB97M-V with the def2-TZVPD basis set) for a cluster of 2 separate species, C4H13NO2 in total in a non-equilibrium geometry.

ORCA input file:
```
! RIJCOSX wB97M-V def2-TZVPD def2/J DEFGRID3
* xyz -1 2
C -0.556 -1.038 -1.081
O -0.326 -0.807 -2.550
C 0.806 -0.762 -0.352
C 1.349 0.680 -0.712
C 0.274 1.679 -0.134
N -0.214 1.440 1.260
H -0.815 -2.110 -0.993
H -1.323 -0.328 -0.707
H -0.791 -0.005 -2.837
H 1.604 -1.468 -0.807
H 0.732 -1.030 0.689
H 1.304 0.862 -1.774
H 2.386 0.815 -0.316
H 0.935 2.529 -0.142
H -0.631 1.910 -0.632
H -0.971 0.744 1.059
H 0.485 0.924 1.812
H -2.136 -1.768 2.973
H -0.674 -0.924 2.881
O -1.436 -1.342 2.362
*
```

Energy above the lowest of the compared OMol25 structures with the same formula, charge and spin   118.4 kJ/mol
Expectation value of S²   0.7505
E   -365.34597 Eh

Charge distribution, Löwdin scheme, values in e: C -0.239; O -0.140; C -0.246; C -0.191; C -0.315; N -0.039; H 0.099; H 0.087; H 0.063; H 0.115; H 0.031; H 0.077; H 0.105; H 0.070; H 0.081; H 0.012; H 0.010; H -0.031; H -0.065; O -0.486

Density functional theory data (ωB97M-V with the def2-TZVPD basis set) for a structure of composition CH4BCl in a non-equilibrium geometry.

ORCA input file:
```
! RIJCOSX wB97M-V def2-TZVPD def2/J DEFGRID3
* xyz 0 3
B 1.931 -0.128 -0.173
C -2.158 -0.182 -0.174
Cl 0.074 -0.184 -0.036
H 2.463 0.833 0.463
H 2.686 -0.967 -0.541
H -2.566 -0.163 0.914
H -2.432 0.792 -0.454
*
```

Energy above the lowest of the compared OMol25 structures with the same formula, charge and spin   108.2 kJ/mol
Expectation value of S²   2.0075
E   -525.31987 Eh

Charge distribution, Löwdin scheme, values in e: B -0.325; C -0.141; Cl 0.568; H -0.003; H -0.031; H 0.006; H -0.074

Density functional theory data (ωB97M-V with the def2-TZVPD basis set) for a cluster of 11 separate species, C33H78O37P4 in total in a non-equilibrium geometry.

ORCA input file:
```
! RIJCOSX wB97M-V def2-TZVPD def2/J DEFGRID3
* xyz 0 1
C 4.973 4.299 2.157
O 5.383 3.149 2.922
P 4.398 1.803 2.740
O 4.754 0.703 3.634
O 2.926 2.381 2.804
C 1.820 1.559 3.086
O 4.598 1.482 1.147
C 5.901 1.189 0.649
H 4.595 5.123 2.762
H 4.193 4.110 1.419
H 5.800 4.647 1.537
H 1.335 2.074 3.915
H 2.125 0.541 3.329
H 1.053 1.505 2.314
H 6.693 1.342 1.382
H 6.099 1.791 -0.238
H 6.016 0.137 0.386
C -5.239 -3.489 2.007
O -4.390 -2.978 1.070
P -4.195 -3.711 -0.346
O -5.274 -3.509 -1.279
O -3.910 -5.250 0.053
C -3.236 -6.193 -0.749
O -2.752 -3.078 -0.779
C -1.499 -3.562 -0.248
H -5.863 -4.365 1.827
H -5.869 -2.660 2.327
H -4.583 -3.689 2.854
H -4.014 -6.946 -0.874
H -2.408 -6.752 -0.313
H -2.935 -5.777 -1.710
H -0.806 -2.730 -0.123
H -1.132 -4.328 -0.931
H -1.716 -4.025 0.715
C -8.860 0.657 2.822
O -7.568 0.465 2.379
P -7.076 1.491 1.202
O -8.072 1.872 0.216
O -5.902 0.619 0.521
C -4.772 0.287 1.225
O -6.350 2.790 1.917
C -6.985 3.534 2.956
H -8.744 1.159 3.782
H -9.441 -0.245 3.014
H -9.474 1.366 2.266
H -4.196 -0.470 0.694
H -5.024 -0.054 2.230
H -4.213 1.163 1.555
H -6.299 4.352 3.175
H -6.940 3.115 3.962
H -7.976 3.965 2.817
C -2.158 -0.401 6.813
O -2.236 -1.051 5.560
P -1.880 -0.244 4.210
O -0.674 0.582 4.248
O -1.911 -1.425 3.031
C -1.048 -2.601 3.160
O -3.315 0.537 3.926
C -3.680 1.731 4.663
H -1.556 0.503 6.718
H -1.688 -1.057 7.546
H -3.117 -0.122 7.248
H -0.619 -2.719 4.155
H -0.265 -2.367 2.438
H -1.581 -3.506 2.869
H -2.982 2.078 5.425
H -4.678 1.589 5.077
H -3.800 2.544 3.947
C 4.574 -0.895 -5.739
O 4.625 -1.871 -4.737
C 5.016 -1.579 -3.538
O 5.411 -0.476 -3.139
O 5.145 -2.726 -2.843
C 5.428 -2.781 -1.429
H 3.738 -0.961 -6.434
H 5.402 -1.084 -6.423
H 4.497 0.135 -5.391
H 6.486 -2.949 -1.226
H 4.954 -3.645 -0.964
H 5.026 -1.951 -0.848
C 3.863 -6.946 -0.226
O 2.520 -7.085 0.219
C 1.871 -6.072 0.797
O 0.737 -6.104 1.346
O 2.481 -4.887 0.480
C 2.045 -3.681 0.936
H 4.420 -7.881 -0.278
H 4.364 -6.208 0.401
H 3.832 -6.504 -1.222
H 1.916 -3.607 2.016
H 1.120 -3.483 0.394
H 2.749 -2.898 0.657
C -1.694 4.179 -1.538
O -2.472 5.153 -0.891
C -2.793 4.849 0.369
O -2.399 3.899 1.035
O -3.703 5.692 0.611
C -4.391 5.936 1.832
H -0.959 3.650 -0.931
H -1.083 4.646 -2.310
H -2.455 3.522 -1.957
H -3.968 6.896 2.129
H -4.102 5.221 2.602
H -5.457 6.162 1.831
C 1.421 4.856 0.208
O 1.714 5.968 -0.702
C 2.850 5.975 -1.398
O 3.754 5.110 -1.318
O 2.739 7.001 -2.282
C 3.570 6.926 -3.410
H 1.385 3.898 -0.309
H 0.396 5.050 0.522
H 2.072 4.794 1.080
H 3.526 5.911 -3.806
H 4.593 7.077 -3.066
H 3.258 7.692 -4.120
C -1.473 0.711 0.388
O -0.205 1.215 -0.041
C 0.863 0.402 -0.225
O 0.712 -0.809 -0.159
O 1.961 1.109 -0.625
C 3.040 0.247 -1.011
H -2.089 1.606 0.306
H -1.409 0.451 1.445
H -1.656 -0.141 -0.266
H 3.207 -0.545 -0.281
H 4.004 0.718 -1.204
H 2.725 -0.197 -1.955
C 1.372 -2.643 -2.889
O 0.710 -3.884 -2.763
C 1.509 -5.020 -2.715
O 2.738 -5.071 -2.784
O 0.576 -5.983 -2.751
C 1.069 -7.334 -2.961
H 2.013 -2.437 -2.033
H 0.611 -1.891 -2.678
H 1.960 -2.483 -3.793
H 0.265 -7.931 -2.530
H 2.044 -7.566 -2.534
H 1.161 -7.318 -4.047
C 3.788 2.669 -3.670
O 3.269 2.979 -4.926
C 2.271 2.162 -5.400
O 2.035 1.025 -4.928
O 1.783 2.684 -6.579
C 0.989 1.838 -7.446
H 3.053 2.389 -2.915
H 4.339 3.551 -3.343
H 4.482 1.840 -3.803
H 0.396 2.445 -8.130
H 0.493 1.094 -6.823
H 1.607 1.263 -8.136
*
```

SMILES string   COP(=O)(OC)OC.COP(=O)(OC)OC.COP(=O)(OC)OC.COP(=O)(OC)OC.COC(=O)OC.COC(=O)OC.COC(=O)OC.COC(=O)OC.COC(=O)OC.COC(=O)OC.COC(=O)OC
Energy above the lowest of the compared OMol25 structures with the same formula, charge and spin   377.0 kJ/mol
E   -5453.71401 Eh

Results of the Löwdin charge analysis, in e, for atoms 1 through 99: C -0.120; O -0.221; P 0.463; O -0.222; O -0.209; C -0.102; O -0.253; C -0.103; H 0.090; H 0.049; H 0.091; H 0.086; H 0.092; H 0.074; H 0.089; H 0.096; H 0.079; C -0.143; O -0.224; P 0.416; O -0.200; O -0.228; C -0.108; O -0.221; C -0.081; H 0.099; H 0.088; H 0.090; H 0.092; H 0.091; H 0.095; H 0.063; H 0.076; H 0.074; C -0.162; O -0.206; P 0.475; O -0.212; O -0.171; C -0.145; O -0.214; C -0.120; H 0.078; H 0.095; H 0.086; H 0.094; H 0.074; H 0.073; H 0.058; H 0.081; H 0.100; C -0.116; O -0.221; P 0.501; O -0.214; O -0.247; C -0.057; O -0.250; C -0.077; H 0.079; H 0.091; H 0.089; H 0.089; H 0.074; H 0.084; H 0.084; H 0.089; H 0.077; C -0.039; O 0.036; C -0.583; O 0.081; O 0.003; C -0.015; H 0.094; H 0.103; H 0.079; H 0.097; H 0.077; H 0.070; C -0.038; O 0.002; C -0.491; O 0.081; O -0.055; C -0.072; H 0.101; H 0.096; H 0.071; H 0.106; H 0.073; H 0.089; C -0.049; O 0.012; C -0.633; O 0.099; O 0.044; C -0.012; H 0.065

Density functional theory data (ωB97M-V with the def2-TZVPD basis set) for a cluster of 2 separate species, C2H3F3O in total in a non-equilibrium geometry.

ORCA input file:
```
! RIJCOSX wB97M-V def2-TZVPD def2/J DEFGRID3
* xyz 0 1
C -0.215 -0.265 -0.134
C -2.327 0.048 -0.020
O 0.286 0.981 -0.277
F -2.618 1.303 0.306
F -2.714 -0.765 0.985
F -2.952 -0.323 -1.132
H -0.053 -0.779 0.799
H -0.120 -0.818 -1.057
H 0.141 1.528 0.507
*
```

Energy above the lowest of the compared OMol25 structures with the same formula, charge and spin   192.2 kJ/mol
E   -452.78056 Eh

Charge distribution, Löwdin scheme, values in e: C -0.057; C -0.500; O -0.048; F 0.120; F 0.077; F 0.116; H 0.088; H 0.095; H 0.108

Density functional theory data (ωB97M-V with the def2-TZVPD basis set) for a structure of composition C45H51LaN5O8P2S4 in a non-equilibrium geometry.

ORCA input file:
```
! RIJCOSX wB97M-V def2-TZVPD def2/J DEFGRID3
* xyz -1 1
La 1.002 0.851 -2.145
C 3.225 -1.574 -3.913
C 3.519 -2.029 -2.487
N 2.626 -1.405 -1.464
C 3.362 -1.042 -0.226
C 4.106 0.264 -0.457
N 3.628 1.061 -1.643
C 4.551 1.050 -2.809
C 3.832 0.835 -4.150
N 2.770 -0.171 -4.057
H 4.109 -1.803 -4.516
H 2.405 -2.204 -4.249
H 3.372 -3.127 -2.505
H 4.552 -1.847 -2.206
H 1.875 -2.046 -1.233
H 2.647 -0.889 0.594
H 4.057 -1.843 0.065
H 4.023 0.893 0.435
H 5.177 0.013 -0.614
H 3.531 2.042 -1.370
H 5.025 2.045 -2.895
H 5.315 0.295 -2.676
H 3.391 1.801 -4.422
H 4.575 0.581 -4.938
H 2.213 -0.145 -4.916
C -2.511 -3.841 -3.930
O -1.100 -3.501 -3.851
C -0.698 -2.308 -4.264
O 0.230 -1.715 -3.685
N -1.385 -1.729 -5.261
N -1.015 -0.500 -5.787
H -2.715 -4.568 -3.130
H -2.721 -4.279 -4.915
H -3.141 -2.960 -3.738
H -2.163 -2.171 -5.724
H -1.186 0.262 -5.117
H -1.549 -0.345 -6.649
S -1.583 1.963 -3.826
C -2.953 1.240 -3.148
C -4.197 1.899 -3.428
C -5.410 1.441 -2.926
C -5.458 0.219 -2.240
C -4.276 -0.480 -2.002
C -3.001 0.058 -2.281
S -1.685 -0.812 -1.556
H -4.136 2.800 -4.064
H -6.341 2.013 -3.123
H -6.419 -0.216 -1.940
H -4.315 -1.449 -1.500
O 3.567 4.105 -2.299
S 2.320 4.263 -3.039
O 2.376 4.983 -4.286
O 1.625 2.951 -3.184
C 1.264 5.218 -1.937
C 0.580 6.369 -2.367
C -0.319 7.032 -1.556
C -0.570 6.485 -0.295
C 0.124 5.398 0.231
C 1.014 4.728 -0.618
S 0.268 2.392 0.433
O -0.672 2.276 -0.714
O 1.557 3.565 -0.205
O 1.197 1.226 0.282
H 0.756 6.712 -3.396
H -0.843 7.955 -1.863
H -1.286 6.991 0.362
H -0.074 5.067 1.248
C 0.331 -1.750 2.497
P -0.690 -1.194 0.989
C -1.623 -2.752 0.812
C -1.356 -3.754 -0.148
C -2.133 -4.915 -0.197
C -3.206 -5.118 0.695
C -3.416 -4.158 1.676
C -2.643 -2.982 1.738
C -1.944 -0.013 1.544
C -3.290 0.036 1.105
C -4.100 1.123 1.451
C -3.617 2.128 2.302
C -2.308 2.071 2.764
C -1.468 1.044 2.315
P 1.638 -0.753 3.481
C 2.110 -1.995 4.738
C 2.906 -1.603 5.835
C 3.186 -2.461 6.912
C 2.756 -3.790 6.871
C 2.070 -4.230 5.735
C 1.791 -3.366 4.666
C 0.697 0.297 4.638
C -0.340 -0.247 5.375
C -1.148 0.575 6.195
C -0.799 1.918 6.415
C 0.330 2.437 5.753
C 1.058 1.631 4.862
H 0.901 -2.577 2.037
H -0.399 -2.217 3.162
H -0.559 -3.620 -0.874
H -1.910 -5.651 -1.003
H -3.835 -6.003 0.643
H -4.234 -4.318 2.389
H -2.882 -2.243 2.475
H -3.693 -0.759 0.460
H -5.102 1.242 1.019
H -4.266 2.972 2.579
H -1.913 2.821 3.441
H -0.415 1.081 2.554
H 3.245 -0.556 5.898
H 3.697 -2.069 7.779
H 2.933 -4.455 7.711
H 1.743 -5.277 5.658
H 1.290 -3.761 3.783
H -0.571 -1.314 5.318
H -2.029 0.116 6.662
H -1.371 2.533 7.101
H 0.633 3.463 5.932
H 1.904 2.075 4.334
*
```

Energy above the lowest of the compared OMol25 structures with the same formula, charge and spin   0.0 kJ/mol
E   -4928.33026 Eh

Results of the Löwdin charge analysis, in e, for atoms 1 through 99: La 1.891; C -0.202; C -0.181; N -0.116; C -0.217; C -0.179; N -0.137; C -0.185; C -0.210; N -0.140; H 0.116; H 0.093; H 0.125; H 0.100; H 0.092; H 0.064; H 0.116; H 0.119; H 0.111; H 0.072; H 0.119; H 0.097; H 0.099; H 0.123; H 0.117; C -0.036; O -0.036; C -0.622; O -0.087; N 0.010; N 0.028; H 0.079; H 0.086; H 0.093; H 0.137; H -0.068; H 0.090; S 0.533; C -0.744; C -0.166; C -0.148; C -0.148; C -0.204; C -0.651; S 0.581; H 0.081; H 0.090; H 0.084; H 0.081; O -0.327; S 0.492; O -0.309; O -0.551; C -0.160; C -0.061; C -0.098; C -0.090; C -0.039; C -0.356; S 0.832; O -0.532; O -0.261; O -0.646; H 0.114; H 0.105; H 0.100; H 0.106; C -0.489; P 0.889; C -0.418; C -0.114; C -0.102; C -0.104; C -0.092; C -0.107; C -0.392; C -0.096; C -0.063; C -0.090; C -0.090; C -0.187; P 1.030; C -0.399; C -0.104; C -0.093; C -0.106; C -0.095; C -0.097; C -0.446; C -0.093; C -0.069; C -0.089; C -0.087; C -0.107; H 0.030; H 0.023; H 0.089; H 0.103; H 0.092

Density functional theory data (ωB97M-V with the def2-TZVPD basis set) for the ion C7H8ClN2 with charge +1 in a non-equilibrium geometry.

ORCA input file:
```
! RIJCOSX wB97M-V def2-TZVPD def2/J DEFGRID3
* xyz 1 1
C 0.589 -0.307 -0.776
C 1.398 -1.098 -0.365
C -0.414 0.634 -1.286
C -2.225 -0.053 -0.009
C -0.297 1.849 -0.333
C -0.420 1.136 0.953
C 2.382 -2.011 0.146
N -1.702 0.017 -1.141
N -1.479 0.407 1.147
Cl -3.707 -0.772 0.346
H -0.259 0.879 -2.338
H 0.655 2.362 -0.438
H -1.117 2.551 -0.504
H 0.309 1.247 1.748
H 3.341 -1.505 0.238
H 2.491 -2.857 -0.530
H 2.081 -2.381 1.125
H -1.627 -0.099 2.017
*
```

SMILES string   CC#C[C@@H]1CC=[NH+]C(Cl)=N1
Energy above the lowest of the compared OMol25 structures with the same formula, charge and spin   43.1 kJ/mol
E   -840.89176 Eh

Charge distribution, Löwdin scheme, values in e: C -0.002; C -0.033; C -0.295; C -0.767; C -0.059; C 0.029; C -0.067; N 0.139; N 0.137; Cl 0.832; H 0.164; H 0.143; H 0.151; H 0.170; H 0.095; H 0.098; H 0.092; H 0.174